Record 1
ORCA calculation (the ωB97M-V functional and the def2-TZVPD basis) on a molecular structure, C18H36I2NO4S at a distorted geometry.

Computed properties:
strongest force on any atom = 0.0982 hartree/bohr
net charge = +1

Geometry as XYZ:
```
62
C18H36I2NO4S the ωB97M-V functional and the def2-TZVPD basis
C 0.13897 -0.76638 -2.81634
C 0.86389 0.62924 -2.31940
I 0.06867 2.48858 -3.26247
C 1.96022 0.71938 -1.30688
I 2.68799 2.74659 -0.80457
O 2.50635 -0.48228 -0.64890
S 3.84954 -1.11060 -1.54441
O 3.19945 -1.76447 -2.78562
O 4.83700 0.22220 -1.92416
C 5.55364 0.05785 -3.19622
C 5.02915 1.23511 -4.20913
C 3.86537 0.77661 -5.26846
C 4.12813 -0.65894 -6.01507
O 2.94579 -0.90003 -6.90708
H 0.30866 -0.88636 -3.98254
H 0.64881 -1.67190 -2.24200
H -1.01179 -0.79247 -2.60134
H 5.54859 -1.02425 -3.63990
H 6.69815 0.30710 -2.96515
H 4.53394 2.07143 -3.51618
H 5.92960 1.74199 -4.75877
H 3.86021 1.60142 -6.13150
H 2.76516 0.79704 -4.82561
H 5.14505 -0.70587 -6.60364
H 4.11453 -1.54214 -5.23913
H 2.12356 -0.51927 -6.46483
C 0.96115 0.02661 2.13965
C -0.31525 0.11642 1.32471
C -1.24676 1.24146 1.76155
C -1.93869 1.14098 3.12218
N -3.03934 0.05894 3.29454
C -2.48649 -1.29907 3.73810
C -2.12916 -1.13053 5.20686
C -3.04951 -0.05256 5.74833
C -3.86788 0.43574 4.56805
C -4.03005 0.00079 2.10529
C -3.67346 -0.98429 0.98734
C -3.64795 -0.34270 -0.39517
H 0.75556 -0.12769 3.20197
H 1.57255 -0.81050 1.78940
H 1.55538 0.94281 2.03116
H -0.81359 -0.85650 1.33826
H -0.03785 0.28746 0.27663
H -1.99505 1.42781 0.98817
H -0.64878 2.16423 1.77899
H -2.44222 2.10071 3.29247
H -1.20593 1.01505 3.92383
H -3.29123 -2.03514 3.61831
H -1.62709 -1.57980 3.13141
H -1.08443 -0.81643 5.31469
H -2.23177 -2.07300 5.75478
H -2.46765 0.76672 6.18503
H -3.70215 -0.43846 6.53954
H -4.07285 1.51037 4.57086
H -4.81399 -0.11614 4.53112
H -4.16940 1.02970 1.75701
H -4.99115 -0.32878 2.51500
H -4.45804 -1.75246 0.96302
H -2.74689 -1.53078 1.15226
H -4.49563 0.33468 -0.54028
H -3.69550 -1.11355 -1.17060
H -2.72750 0.21831 -0.56523
```

Record 2
ORCA calculation (the ωB97M-V functional and the def2-TZVPD basis) on a molecular structure, C18H36KN7O3P at a distorted geometry.

Computed properties:
strongest force on any atom = 0.0465 hartree/bohr
net charge = +1

Geometry as XYZ:
```
66
C18H36KN7O3P the ωB97M-V functional and the def2-TZVPD basis
K -1.20045 -0.71092 -1.17401
N -3.21471 4.48936 -7.10022
C -2.14885 4.45991 -6.26431
O -1.28007 5.30587 -6.27366
C -2.05401 3.30298 -5.28805
C -1.00636 3.32972 -4.38439
C -0.88219 2.28831 -3.48382
N -1.71638 1.24325 -3.43811
C -2.72416 1.23232 -4.31198
C -2.93113 2.23254 -5.24698
H -3.27381 5.25562 -7.74870
H -3.95230 3.81245 -7.08108
H -0.30960 4.15627 -4.39740
H -0.07805 2.29765 -2.75550
H -3.39940 0.38457 -4.27455
H -3.77032 2.13597 -5.92329
C 1.87558 0.63162 3.57968
N 1.26358 0.20442 2.32360
C 1.72806 -1.10417 1.87142
P 0.79121 1.27438 1.16021
O -0.27596 0.65643 0.29919
N 0.28014 2.59957 1.96701
C 1.03869 3.82857 2.16211
C -0.85954 2.43946 2.87387
N 2.06179 1.72557 0.21834
C 3.34875 2.01103 0.84975
C 2.17266 1.28925 -1.17393
H 1.62085 -0.07217 4.37349
H 1.51365 1.61007 3.88136
H 2.96684 0.66970 3.51347
H 1.55977 -1.85212 2.64954
H 2.80055 -1.09361 1.64411
H 1.17860 -1.42993 0.98974
H 1.63912 4.06333 1.28640
H 1.68777 3.79870 3.04370
H 0.33036 4.64592 2.30078
H -1.44891 1.56823 2.59900
H -1.49694 3.32058 2.79431
H -0.54519 2.33553 3.91650
H 3.23086 2.22755 1.90866
H 3.82146 2.88097 0.39184
H 4.02926 1.15979 0.75533
H 1.22405 0.88887 -1.52117
H 2.92454 0.49981 -1.26671
H 2.47089 2.11434 -1.82317
C 1.34327 -4.31448 -0.46439
N 0.48334 -4.29529 0.70643
C 0.85790 -5.20391 1.78746
C 0.15641 -4.83832 3.07142
C -1.31333 -4.63991 2.79124
N -1.48025 -3.61267 1.76874
C -2.75702 -2.92154 1.73625
C -0.64200 -3.53232 0.69577
O -0.88956 -2.76728 -0.25917
H 2.32187 -3.88753 -0.22918
H 0.88723 -3.74360 -1.26291
H 1.49171 -5.34205 -0.80217
H 1.94163 -5.15583 1.90371
H 0.61321 -6.22994 1.49666
H 0.56858 -3.90856 3.47168
H 0.31191 -5.61913 3.81491
H -1.84324 -4.30782 3.68255
H -1.78226 -5.57683 2.46906
H -2.97567 -2.51725 2.72461
H -3.56946 -3.59146 1.44324
H -2.71497 -2.10187 1.03174
```

Number 1: HOMO-LUMO gap 0.321 Eh. Number 2: HOMO-LUMO gap 0.347 Eh.